Run P
CH3NO2 | ωB97M-V with the def2-TZVPD basis set

Each line ends with the Löwdin charge.
CARTESIAN COORDINATES (ANGSTROEM)
C1 -0.542 -0.608 0.768  -0.08
N1 0.178 -1.675 0.354  0.05
O1 -1.209 -1.444 0.020  0.05
O2 0.504 1.095 -0.865  -0.23
H1 -0.012 0.522 0.097  0.04
H2 0.863 -1.311 -0.339  0.12
H3 1.284 1.545 -0.422  0.04

Output
* total charge: 0
* E_HOMO: -10.95 eV
* gap between HOMO and LUMO: 0.36665 Ha
* LUMO level: -0.036 hartree

---

Run Q
CH3NO2 | ωB97M-V with the def2-TZVPD basis set

Each line ends with the Löwdin charge.
CARTESIAN COORDINATES (ANGSTROEM)
C1 0.106 0.502 -0.754  -0.05
N1 -0.441 -0.249 0.355  -0.01
O1 -0.587 -1.404 2.292  -0.19
O2 0.261 -0.494 1.317  -0.06
H1 -0.772 1.027 -1.115  0.09
H2 0.268 -0.264 -1.520  0.10
H3 1.164 0.882 -0.575  0.12

Output
* total charge: 0
* E_HOMO (alpha / beta): -9.77 / -9.77 eV
* gap between HOMO and LUMO (alpha / beta): 0.31210 / 0.31217 Ha
* LUMO level (alpha / beta): -0.047 / -0.047 hartree

---

run Q is the least stable structure shown above.